Entry 1:
Formula: C37H72ClI2O18P2Si
Source: the Open Molecules 2025 dataset
Level of theory: ωB97M-V with the def2-TZVPD basis set

Its LUMO energy is 1.8 eV. As for the gap between HOMO and LUMO: 6.75 eV.

Structure (ORCA input):
```
! wB97M-V def2-TZVPD RIJCOSX def2/J DEFGRID3
* xyz -1 1
C 0.1236 5.1887 -0.2673
C 1.4959 4.3274 -0.0058
O 1.4437 3.4836 1.2344
C 2.8916 3.2004 1.4792
C 3.1756 1.8060 2.2878
P 3.2078 0.2151 1.2328
O 2.5786 1.0498 -0.1556
C 3.9188 -0.9791 2.5421
C 3.8165 -0.4717 4.0952
O 4.2163 -1.6033 4.9782
C 3.9061 -1.3179 6.3885
C 5.0293 -0.3881 7.2048
O 2.7921 -1.7720 7.0105
Si 5.2997 0.4492 0.4842
C 6.0184 -1.2320 -0.2352
C 5.4946 1.7384 -0.9193
C 6.5479 0.9607 1.8880
O 1.6483 -0.3278 1.8951
C 0.8427 -1.2281 1.0725
C -0.3861 -0.1774 0.6378
C -1.3220 0.2607 1.9449
C -1.2602 1.9122 2.2027
O -2.6013 2.4649 2.5889
C -2.5618 3.8273 1.9598
C -1.6203 4.9334 2.7826
O -3.1729 4.1446 0.8156
C -0.0101 -2.4781 1.6541
I -1.5278 -3.5857 0.4324
C 0.0575 -3.0425 3.0570
C 1.0341 -2.4030 4.1909
I -1.1803 -4.7818 3.7115
C 1.8607 -1.7463 -0.1533
C 1.1287 -1.4343 -1.5780
C 1.8217 -2.0472 -2.9175
C 1.3951 -1.0164 -4.1651
C 3.4516 -2.1165 -2.9357
P 2.2373 -3.5957 0.3312
O 3.9947 -3.8445 0.3961
Cl 1.5576 -4.9642 -1.1267
O 3.2226 -1.1640 0.1069
H -0.0948 5.9744 0.5764
H 0.3135 5.8083 -1.2702
H -0.7554 4.4289 -0.4157
H 1.7677 3.5918 -0.8800
H 2.3776 5.1303 0.0527
H 3.5583 3.3601 0.5152
H 3.2307 4.0753 2.2197
H 4.1776 2.0054 2.9062
H 2.3004 1.6956 3.0899
H 2.9173 0.6811 -1.0233
H 5.0240 -1.3236 2.3629
H 3.2600 -1.9721 2.4777
H 4.6483 0.3649 4.2688
H 2.8004 0.0225 4.3975
H 5.9720 -1.0499 7.4454
H 5.3069 0.4903 6.4695
H 4.5414 0.0013 8.2063
H 5.9392 -2.1098 0.5343
H 5.6242 -1.4737 -1.3094
H 7.1860 -1.0141 -0.3582
H 5.7556 1.1559 -1.9279
H 4.5626 2.3971 -1.1597
H 6.3889 2.4690 -0.6780
H 6.4151 0.3592 2.8829
H 7.6320 0.8419 1.4051
H 6.4132 2.1319 2.0721
H 0.0145 0.8317 0.1925
H -1.1216 -0.6249 -0.1510
H -0.9712 -0.2165 2.9535
H -2.4436 0.0324 1.6626
H -0.9618 2.4811 1.2251
H -0.5520 2.0866 3.1172
H -1.5620 5.9655 2.2067
H -0.4876 4.5692 2.8789
H -2.0234 5.1187 3.8660
H 1.0185 -1.2203 4.2632
H 2.1066 -2.8610 4.0956
H 0.6215 -2.7729 5.2488
H 1.0086 -0.2615 -1.7709
H 0.0061 -1.8416 -1.5648
H 1.3897 -3.1052 -3.2616
H 0.2078 -1.0528 -4.2835
H 1.7098 0.0998 -3.9529
H 1.8296 -1.3776 -5.2018
H 3.9080 -1.0262 -3.0833
H 3.7945 -2.7311 -3.9003
H 3.8847 -2.6337 -1.9769
H 4.2065 -4.8244 0.4084
C -6.7069 -8.2973 -2.4271
C -7.1010 -8.3786 -0.9623
O -5.9977 -8.8069 -0.1539
C -5.0511 -7.8676 0.0928
O -5.0637 -6.7126 -0.3013
O -4.0677 -8.4437 0.8299
C -2.9519 -7.5888 1.0680
H -6.2824 -9.2482 -2.7654
H -7.5734 -8.0532 -3.0481
H -5.9420 -7.5328 -2.5919
H -7.8907 -9.1292 -0.8431
H -7.5030 -7.4273 -0.5962
H -3.2645 -6.6385 1.5117
H -2.4092 -7.4189 0.1328
H -2.2818 -8.0925 1.7701
C -6.3480 -3.7696 -3.5592
C -7.6188 -3.9265 -4.3766
O -7.4253 -3.4757 -5.7233
C -6.7330 -4.3174 -6.5304
O -6.2775 -5.4048 -6.2146
O -6.6057 -3.7265 -7.7457
C -5.7993 -4.4635 -8.6616
H -5.9826 -2.7386 -3.6087
H -6.5254 -4.0345 -2.5132
H -5.5466 -4.4080 -3.9424
H -8.4056 -3.2987 -3.9429
H -7.9860 -4.9587 -4.3627
H -6.1530 -5.4940 -8.7654
H -4.7550 -4.4442 -8.3344
H -5.8644 -3.9773 -9.6389
C 0.1287 11.8964 -1.8528
C 0.4349 11.6248 -0.3899
O -0.7590 11.3094 0.3375
C -1.2492 10.0592 0.1478
O -0.7654 9.1978 -0.5688
O -2.3921 9.9404 0.8702
C -3.0710 8.7024 0.6727
H -0.6387 12.6715 -1.9485
H 1.0289 12.2192 -2.3832
H -0.2598 11.0033 -2.3508
H 0.8523 12.5305 0.0647
H 1.1815 10.8316 -0.2715
H -2.4077 7.8504 0.8514
H -3.4851 8.6643 -0.3397
H -3.8976 8.6506 1.3866
*
```



Entry 2:
Formula: C39H40AsBIN8PV
Source: the Open Molecules 2025 dataset
Level of theory: ωB97M-V with the def2-TZVPD basis set

The energy above the lowest of the compared OMol25 structures with the same formula, charge and spin is 116.0 kJ/mol. Its LUMO energy (alpha / beta) is 0.3 / 0.3 eV. As for the gap between HOMO and LUMO (alpha / beta): 6.63 / 7.87 eV. The expectation value of S² is 3.7687.

Structure (ORCA input):
```
! wB97M-V def2-TZVPD RIJCOSX def2/J DEFGRID3
* xyz 0 4
V 0.4297 0.6114 0.1028
C 2.9420 0.4181 3.4270
C 2.6555 0.0831 2.1027
N 1.3894 0.3885 1.8095
N 0.8532 0.9182 2.9258
C 1.7643 0.9490 3.9109
B -0.5062 1.6441 2.9413
N -1.5618 0.8264 2.2019
C -2.7791 0.4500 2.6243
C -3.4184 -0.1790 1.5732
C -2.4923 -0.1438 0.5269
N -1.3746 0.4659 0.9223
N -0.2462 2.9675 2.1784
C -0.3721 4.2145 2.6638
C 0.2159 5.0863 1.7720
C 0.6934 4.2559 0.7519
N 0.4016 2.9824 0.9971
H 3.8717 0.2877 3.9520
H 3.3153 -0.3756 1.3864
H 1.5248 1.3571 4.8781
H -0.8575 1.8681 4.0591
H -3.1059 0.6465 3.6310
H -4.4065 -0.6047 1.5613
H -2.5846 -0.5442 -0.4702
H -0.8588 4.4008 3.6061
H 0.2927 6.1570 1.8422
H 1.2483 4.5515 -0.1238
C -2.8798 -6.0447 3.2910
C -1.5181 -6.2003 3.4922
C -0.6232 -5.2364 3.0449
C -1.0756 -4.1109 2.3598
C -2.4494 -3.9805 2.1376
C -3.3417 -4.9315 2.6016
P -0.0264 -2.6495 1.9517
C 1.6491 -3.4340 1.9610
C 2.2500 -3.6401 3.2051
C 3.5365 -4.1422 3.3027
C 4.2583 -4.4330 2.1532
C 3.6749 -4.2328 0.9117
C 2.3804 -3.7364 0.8135
C -0.2408 -2.5058 0.1354
C -0.6787 -3.6536 -0.5331
C -0.7189 -3.7107 -1.9145
C -0.3049 -2.6101 -2.6377
C 0.0983 -1.4596 -1.9754
C 0.1442 -1.3170 -0.5722
H -3.5759 -6.7842 3.6654
H -1.1466 -7.0757 4.0109
H 0.4333 -5.3731 3.2306
H -2.8122 -3.1225 1.5853
H -4.4045 -4.8032 2.4350
H 1.6953 -3.3885 4.1018
H 3.9891 -4.3043 4.2734
H 5.2708 -4.8097 2.2225
H 4.2321 -4.4712 0.0133
H 1.9366 -3.5992 -0.1650
H -0.9770 -4.5209 0.0442
H -1.0613 -4.6054 -2.4199
H -0.2876 -2.6527 -3.7218
H 0.3940 -0.6132 -2.5940
C -1.5488 1.0507 -3.5138
As -0.8340 1.8412 -1.8645
C -2.4875 2.6820 -1.2496
C 0.0124 3.4664 -2.6726
C -0.7938 4.1774 -3.7084
C -1.6526 5.2223 -3.3723
C -2.3946 5.8730 -4.3472
C -2.2883 5.4946 -5.6767
C -1.4218 4.4691 -6.0282
C -0.6815 3.8217 -5.0527
H -2.2001 1.7555 -4.0280
H -2.1071 0.1481 -3.2657
H -0.7310 0.7719 -4.1789
H -2.8532 3.3860 -1.9954
H -2.3033 3.2049 -0.3102
H -3.2459 1.9203 -1.0786
H 0.9612 3.1440 -3.1044
H 0.2122 4.1276 -1.8313
H -1.7216 5.5460 -2.3399
H -3.0543 6.6850 -4.0688
H -2.8677 6.0029 -6.4363
H -1.3163 4.1755 -7.0649
H 0.0127 3.0374 -5.3327
I 5.1719 2.4773 -3.3148
C 3.8875 1.3094 -2.1712
C 3.9308 -0.0563 -2.0206
N 2.8910 -0.3733 -1.2252
N 2.1733 0.6991 -0.8672
C 2.7795 1.7399 -1.4323
H 4.6127 -0.7892 -2.4139
H 2.5722 -1.2857 -0.9261
H 2.4315 2.7454 -1.2720
*
```



Entry 3:
Formula: C22H17BaF5N4O5
Source: the Open Molecules 2025 dataset
Level of theory: ωB97M-V with the def2-TZVPD basis set

The energy above the lowest of the compared OMol25 structures with the same formula, charge and spin is 45.9 kJ/mol. Its LUMO energy is 4.2 eV. As for the gap between HOMO and LUMO: 6.00 eV.

Structure (ORCA input):
```
! wB97M-V def2-TZVPD RIJCOSX def2/J DEFGRID3
* xyz -2 1
Ba -0.0461 0.5359 0.0115
C -2.7583 1.2409 1.5737
C -3.4276 0.2022 0.8852
C -2.9853 -1.0269 1.4135
C -2.0668 -0.7572 2.4495
C -1.9237 0.6374 2.5390
H -2.8095 2.2985 1.3506
H -4.1530 0.3303 0.0921
H -3.3516 -2.0084 1.1400
H -1.5586 -1.4883 3.0628
H -1.2310 1.1608 3.1879
O 1.2832 2.7427 -6.1958
C 1.0930 2.3700 -5.0547
C 0.3276 3.1183 -3.9949
O -0.2154 4.2038 -4.1370
C 0.3843 2.2961 -2.7753
C 1.1591 1.1150 -3.0362
O 1.3987 0.2136 -2.1650
C 1.5584 1.0789 -4.4465
O 2.1488 0.1713 -5.0190
O -0.1647 2.5511 -1.6556
C -0.7486 -1.5152 -3.3527
N -1.0789 -2.7166 -4.1296
C -2.5212 -2.9312 -4.0796
N -3.0175 -3.0871 -2.7080
C -2.6583 -1.8766 -1.9569
N -1.2080 -1.6354 -1.9502
C -0.5515 -2.8140 -1.3650
N -0.8573 -4.0463 -2.1017
C -0.4233 -3.8567 -3.4933
C -2.3121 -4.2183 -2.1007
H -1.2276 -0.6448 -3.8049
H 0.3283 -1.3571 -3.3610
H -2.7683 -3.8320 -4.6485
H -3.0222 -2.0770 -4.5395
H -3.0018 -1.9700 -0.9299
H -3.1516 -1.0152 -2.4110
H -0.8872 -2.9271 -0.3301
H 0.5294 -2.6533 -1.3816
H -0.6555 -4.7645 -4.0570
H 0.6556 -3.6951 -3.5082
H -2.6516 -4.3309 -1.0685
H -2.5589 -5.1280 -2.6548
F 3.4871 2.0908 1.4164
C 3.4205 0.9449 2.1597
C 2.3242 0.1264 2.0625
C 2.3813 -0.9863 2.8613
F 1.3515 -1.8920 2.8474
C 3.4325 -1.2959 3.7054
F 3.4396 -2.4129 4.4707
C 4.5125 -0.4364 3.7642
F 5.5587 -0.7039 4.5740
C 4.5075 0.7010 2.9806
F 5.5678 1.5402 3.0417
*
```



Entry 4:
Formula: C8H8O
Source: the Open Molecules 2025 dataset
Level of theory: ωB97M-V with the def2-TZVPD basis set

The energy above the lowest of the compared OMol25 structures with the same formula, charge and spin is 545.1 kJ/mol. Its LUMO energy is -0.5 eV. As for the gap between HOMO and LUMO: 8.45 eV.

Structure (ORCA input):
```
! wB97M-V def2-TZVPD RIJCOSX def2/J DEFGRID3
* xyz 0 1
C 1.1726 1.1802 1.1012
C 1.0897 2.4555 0.7691
C 0.4314 3.4148 0.1994
C 0.4540 -0.6800 -0.4643
C -0.3746 -0.0154 -1.4872
C -1.1877 0.7266 0.4616
C 0.1209 0.0877 0.8807
C -1.5327 0.7338 -1.0350
O 0.3490 4.5248 -0.2123
H 1.9873 0.7424 1.6026
H 0.2200 -1.8096 -0.3454
H 1.5365 -0.7489 -0.5086
H 0.0442 1.0004 -1.6753
H -0.5483 -0.6306 -2.3808
H -1.7696 -0.1607 0.6396
H -1.4805 1.5454 1.1720
H 0.0371 -0.5337 1.7540
*
```



Entry 5:
Formula: C13H21F6N6O4S3V
Source: the Open Molecules 2025 dataset
Level of theory: ωB97M-V with the def2-TZVPD basis set

The energy above the lowest of the compared OMol25 structures with the same formula, charge and spin is 26.0 kJ/mol. Its LUMO energy (alpha / beta) is -2.5 / -2.2 eV. As for the gap between HOMO and LUMO (alpha / beta): 8.44 / 8.29 eV. The expectation value of S² is 0.7541.

Structure (ORCA input):
```
! wB97M-V def2-TZVPD RIJCOSX def2/J DEFGRID3
* xyz 1 2
V -0.0411 0.4810 0.9313
F 0.1484 -4.3221 1.6886
C 0.7410 -3.3548 2.3681
F 0.4934 -3.4846 3.6596
F 2.0557 -3.4119 2.1633
S 0.0873 -1.7398 1.7666
O 0.5510 -1.6920 0.3721
O -1.3239 -1.7382 2.0753
N 0.9745 -0.6745 2.5774
S 0.6306 0.5106 3.6034
O 1.7591 0.8235 4.3999
O 0.0197 1.5758 2.7747
C -0.7356 -0.0113 4.7636
F -0.5395 -1.2663 5.1285
F -0.6719 0.7904 5.8093
F -1.9147 0.1088 4.1777
S 1.9228 1.4468 -0.0659
C 2.9960 0.0795 -0.2340
N 3.2424 -0.4439 -1.4258
C 4.1066 -1.6053 -1.6456
C 4.1226 -2.4550 -0.3869
C 4.4750 -1.5878 0.8094
N 3.5825 -0.4274 0.8344
H 2.7875 -0.0038 -2.2067
H 5.1132 -1.2693 -1.9040
H 3.7082 -2.1627 -2.4909
H 4.8534 -3.2553 -0.4897
H 3.1405 -2.9040 -0.2361
H 5.5111 -1.2469 0.7596
H 4.3422 -2.1291 1.7432
H 3.3280 -0.0192 1.7208
C -2.0912 0.9069 -4.1950
C -0.7600 1.3875 -3.6579
N -0.7320 1.1503 -2.2241
C -1.8149 1.2993 -1.4277
N -1.6262 1.1939 -0.1146
C -2.7759 1.4242 0.7760
C -3.8018 2.3476 0.1529
C -4.1997 1.7806 -1.1890
N -3.0089 1.5301 -1.9961
C -3.1988 1.6173 -3.4459
H -2.1749 -0.1725 -4.0574
H -2.1753 1.1219 -5.2593
H -0.6207 2.4502 -3.8829
H 0.0666 0.8397 -4.1087
H 0.1532 1.2366 -1.7426
H -2.3981 1.8570 1.7045
H -3.2457 0.4683 1.0316
H -3.3767 3.3457 0.0262
H -4.6781 2.4319 0.7948
H -4.8238 2.4824 -1.7434
H -4.7670 0.8523 -1.0704
H -3.2499 2.6706 -3.7397
H -4.1659 1.1669 -3.6724
*
```